DFT (ωB97M-V/def2-TZVPD) results for a molecular structure, C16H48O8S8 in a non-equilibrium geometry.

Energy relative to the best compared isomer or geometry (same formula, charge and spin)   2148.84 kJ/mol
LUMO energy   -0.014 hartree
Max |F|   9.8 eV Å⁻¹
Orbital gap   7.771 eV
Molar mass   625.1 g mol⁻¹
Spin multiplicity   1
Highest occupied orbital energy   -8.1520 eV

Geometry as XYZ:
```
80
Properties=species:S:1:pos:R:3:lowdin_charge:R:1
C 1.84 -0.79 2.32 -0.395
S 3.07 -1.51 3.54 0.842
O 3.34 -0.47 4.61 -0.546
C 2.22 -2.98 4.29 -0.225
H 1.80 -1.60 1.60 0.001
H 2.15 0.04 1.70 -0.088
H 0.85 -0.68 2.77 0.057
H 1.64 -2.56 5.12 0.044
H 2.84 -3.72 4.79 0.050
H 1.50 -3.33 3.56 0.038
C -3.11 2.84 -3.67 -0.196
S -3.23 2.56 -1.80 0.964
O -2.90 1.07 -1.58 -0.610
C -1.73 3.49 -1.22 -0.271
H -3.23 3.92 -3.80 0.045
H -3.87 2.25 -4.18 0.048
H -2.09 2.61 -3.97 0.038
H -1.74 3.45 -0.13 -0.012
H -1.77 4.55 -1.46 0.089
H -0.75 3.11 -1.50 0.010
C 3.46 -1.25 0.50 -0.311
S 4.84 -0.34 1.41 0.909
O 5.77 0.34 0.35 -0.590
C 3.89 1.20 1.96 -0.209
H 3.78 -1.72 -0.43 0.069
H 2.80 -0.42 0.23 0.030
H 2.91 -2.05 1.00 0.025
H 4.65 1.94 2.22 0.069
H 3.30 0.96 2.85 0.020
H 3.18 1.55 1.21 -0.001
C -1.64 2.00 2.93 -0.240
S -3.25 2.17 2.13 0.967
O -2.99 3.07 0.94 -0.620
C -3.58 0.50 1.44 -0.365
H -1.58 1.28 3.75 0.074
H -1.23 2.96 3.25 0.072
H -1.00 1.75 2.09 -0.050
H -3.04 -0.35 1.87 0.037
H -3.44 0.37 0.37 -0.009
H -4.67 0.51 1.47 0.051
C 0.51 -4.17 -3.23 -0.222
S 1.36 -2.48 -3.13 0.906
O 0.35 -1.46 -3.55 -0.551
C 1.46 -2.27 -1.28 -0.327
H 0.11 -4.17 -4.24 0.046
H -0.33 -4.30 -2.55 0.025
H 1.25 -4.94 -3.01 0.047
H 0.53 -1.80 -0.96 -0.103
H 2.21 -1.52 -1.03 0.027
H 1.93 -3.08 -0.72 0.104
C 0.29 1.45 -2.72 -0.280
S 1.81 2.41 -3.03 0.897
O 1.63 3.50 -4.10 -0.574
C 2.00 2.96 -1.28 -0.227
H -0.56 1.88 -2.18 -0.024
H 0.78 0.67 -2.14 0.022
H -0.16 0.93 -3.57 0.067
H 2.67 3.82 -1.30 0.064
H 2.46 2.16 -0.70 0.029
H 1.07 3.21 -0.78 0.039
C 0.12 -0.90 -0.08 -0.294
S 0.38 0.59 1.01 1.069
O 1.79 1.18 0.89 -0.614
C -0.97 1.56 0.11 -0.287
H -0.72 -1.56 0.12 0.001
H 1.06 -1.46 -0.06 -0.010
H 0.12 -0.73 -1.16 0.076
H -1.93 1.18 0.47 0.002
H -0.70 1.55 -0.95 -0.013
H -1.09 2.61 0.37 0.020
C -1.71 -2.86 -0.63 -0.187
S -2.81 -1.40 -0.14 1.017
O -2.10 -0.56 0.86 -0.725
C -4.16 -2.17 0.88 -0.187
H -2.44 -3.64 -0.83 0.070
H -1.02 -3.12 0.17 0.081
H -0.98 -2.61 -1.40 0.027
H -4.89 -1.45 1.25 0.051
H -3.69 -2.71 1.70 0.068
H -4.64 -3.03 0.43 0.059
```